w | DFT (ωB97M-V with the def2-TZVPD basis set) results for an isolated molecule of C5H5N.

Each atom is followed by the atoms it is bonded to, with distances in Å.
CARTESIAN COORDINATES (ANGSTROEM)
1 C 0.50541 1.10105 0.00324  C2 1.398, C6 1.390, H7 1.095
2 C 1.29315 -0.05350 -0.00984  C1 1.398, C3 1.397, H8 1.089
3 C 0.64715 -1.29204 -0.01804  C2 1.397, N4 1.328, H9 1.100
4 N -0.67093 -1.45488 -0.00400  C3 1.328, C5 1.338
5 C -1.41842 -0.34566 0.00736  N4 1.338, C6 1.389, H10 1.086
6 C -0.87467 0.93247 -0.01419  C1 1.390, C5 1.389, H11 1.085
7 H 0.93992 2.10513 0.03534  C1 1.095
8 H 2.38156 -0.02200 0.00432  C2 1.089
9 H 1.22905 -2.22468 0.02951  C3 1.100
10 H -2.48808 -0.53152 0.01239  C5 1.086
11 H -1.54415 1.78562 -0.04607  C6 1.085

Computed properties:
E_HOMO ... -9.7 eV
Total charge ... 0
SMILES string ... c1ccncc1
Gap between HOMO and LUMO ... 10.79 eV
LUMO ... 1.06 eV

---

x | DFT (ωB97M-V with the def2-TZVPD basis set) results for an isolated molecule of C5H5N.

Each atom is followed by the atoms it is bonded to, with distances in Å.
CARTESIAN COORDINATES (ANGSTROEM)
1 C -1.41840 -0.95566 0.14289  C2 1.560, H7 1.088, H8 1.101, H9 1.101
2 C -0.87194 0.49603 -0.02393  C1 1.560, C3 1.419, H10 1.192, H11 1.087
3 C 0.41904 0.58854 -0.60612  C2 1.419, C4 1.218
4 C 1.61347 0.42291 -0.77597  C3 1.218, C5 1.381
5 C 2.85554 0.51902 -0.18031  C4 1.381, N6 1.160
6 N 3.88565 0.60112 0.34710  C5 1.160
7 H -1.17629 -1.33796 1.13283  C1 1.088
8 H -0.96933 -1.64377 -0.59001  C1 1.101
9 H -2.51003 -1.01672 0.01571  C1 1.101
10 H -0.18243 1.08931 0.74596  C2 1.192
11 H -1.64528 1.23717 -0.20815  C2 1.087

Computed properties:
E_HOMO ... -9.7 eV
Total charge ... 0
SMILES string ... CCC#CC#N
Gap between HOMO and LUMO ... 10.32 eV
LUMO ... 0.58 eV

---

w wins, 347.4 kJ/mol ahead of the next structure.